# 1
Here is C38H47HgN5O as an isolated structure at a distorted geometry from OMol25. Energies are from wB97M-V/def2-TZVPD.

Calculated values
Total charge: -2
Energy above the lowest of the compared OMol25 structures with the same formula, charge and spin (kcal/mol): 0.0

The geometry in XYZ format:
```
92
Properties=species:S:1:pos:R:3:lowdin_charge:R:1
Hg -0.1212 -0.5593 -0.4726 1.18
N -0.2699 -2.8277 1.5191 0.07
N 0.3920 -2.8267 -1.8968 -0.15
C 2.4900 1.6652 -0.6803 -0.29
C 3.3551 0.5790 -0.3654 -0.29
C 3.0601 0.1480 0.9524 -0.29
C 3.5485 -1.0940 1.5982 -0.09
H 4.0495 -1.7321 0.8608 0.05
H 2.7001 -1.6693 1.9919 0.05
H 4.2383 -0.9104 2.4367 0.06
C 2.0585 0.9972 1.4796 -0.29
C 1.4303 0.8444 2.8166 -0.08
H 2.0899 1.2906 3.5786 0.07
H 1.2333 -0.2096 3.0791 0.06
H 0.4673 1.3645 2.8855 0.05
C 1.7212 1.9485 0.4794 -0.31
C 0.7104 3.0268 0.5989 -0.09
H -0.0700 2.8070 1.3379 0.06
H 0.1928 3.2421 -0.3470 0.06
H 1.2397 3.9362 0.9246 0.06
C 4.2105 -0.1946 -1.2920 -0.10
H 5.1989 -0.4201 -0.8618 0.06
H 4.3281 0.3008 -2.2606 0.05
H 3.7164 -1.1577 -1.4856 0.05
C 2.2505 2.2872 -2.0097 -0.09
H 1.1720 2.2969 -2.2274 0.06
H 2.7043 1.7009 -2.8168 0.04
H 2.6094 3.3287 -2.0726 0.06
C -1.0906 -3.1922 2.5051 -0.15
H -1.0841 -2.5468 3.3960 0.07
C -1.9170 -4.3338 2.4227 -0.10
H -2.6360 -4.5036 3.2151 0.07
C -1.7578 -5.1927 1.3219 -0.12
H -2.3521 -6.1052 1.2711 0.09
C -0.8486 -4.8576 0.3371 -0.06
H -0.6277 -5.4941 -0.5119 0.08
C -0.1583 -3.6173 0.4250 -0.34
C 0.7296 -3.1285 -0.5827 -0.24
H 1.7455 -2.8129 -0.3049 0.08
C 0.2606 -1.5329 -2.3094 -0.22
C 0.3538 -3.6802 -3.0110 -0.05
H 0.4348 -4.7415 -2.8632 0.10
C 0.2445 -2.9092 -4.0940 -0.07
H 0.1597 -3.1511 -5.1283 0.09
N 0.2285 -1.5567 -3.6707 -0.03
C 0.3564 -0.3643 -4.4937 -0.12
C 1.5925 -0.0135 -5.0673 -0.20
C 1.6725 1.1597 -5.8286 -0.02
H 2.6252 1.4406 -6.2758 0.11
C 0.5680 1.9878 -6.0047 -0.28
C 0.6314 3.1884 -6.9075 -0.07
H 0.6009 4.1299 -6.3416 0.08
H -0.2189 3.2147 -7.6049 0.07
H 1.5560 3.1922 -7.4959 0.07
C -0.6143 1.6707 -5.3469 -0.02
H -1.4638 2.3478 -5.4088 0.11
C -0.7458 0.4906 -4.6103 -0.20
C -2.0354 0.1833 -3.9317 -0.07
H -2.5107 -0.7334 -4.2993 0.08
H -2.7261 1.0084 -4.1209 0.07
H -1.9227 0.0958 -2.8446 0.03
C 2.8519 -0.7967 -4.8660 -0.04
H 2.9926 -1.5601 -5.6419 0.08
H 2.9209 -1.2861 -3.8886 0.07
H 3.7103 -0.1157 -4.9420 0.08
C -0.6269 2.3912 6.4226 -0.10
C -1.9984 1.8831 6.0893 -0.25
N -2.0423 1.0864 4.8500 -0.05
C -1.5489 -0.3014 5.0479 -0.23
C -2.5813 -1.3478 5.4168 -0.09
C -3.0577 1.5014 4.0100 -0.43
O -3.8220 2.4043 4.3672 -0.04
C -3.1365 1.0633 2.5858 -0.17
C -3.9650 1.8490 1.7454 -0.09
C -3.6674 1.9303 0.3921 -0.15
C -2.6235 1.1571 -0.0970 -0.27
N -1.8756 0.3768 0.7006 -0.12
C -2.1340 0.2954 2.0220 -0.14
H 0.0653 1.5874 6.6762 0.06
H -0.7428 3.0714 7.2684 0.06
H -0.2215 2.9654 5.5857 0.08
H -2.4099 1.2545 6.8890 0.11
H -2.6694 2.7241 5.9090 0.10
H -1.0094 -0.6252 4.1547 0.06
H -0.7984 -0.2193 5.8437 0.11
H -3.3310 -1.5169 4.6349 0.08
H -2.0802 -2.3068 5.5874 0.06
H -3.0970 -1.0569 6.3363 0.06
H -4.7242 2.4867 2.1837 0.08
H -4.2053 2.5922 -0.2942 0.07
H -2.3586 1.1588 -1.1589 0.04
H -1.5699 -0.4503 2.5838 0.06
```

---

# 2
Here is C38H47N7O4S5Yb as an isolated structure at a distorted geometry from OMol25. Energies are from wB97M-V/def2-TZVPD.

Calculated values
2S+1: 2
E (hartree): -5310.158163
Total charge: +1

The geometry in XYZ format:
```
102
Properties=species:S:1:pos:R:3:lowdin_charge:R:1
Yb -0.3682 -0.5615 -0.6618 1.45
N 2.0591 -1.8675 -0.8931 0.00
C 1.4015 -3.1135 -0.4643 -0.30
C 2.3289 -4.3372 -0.5492 -0.13
C 1.6817 -5.7234 -0.4079 -0.16
C 0.6616 -5.8637 0.7294 -0.16
N 1.1068 -5.2085 1.9456 0.09
C 0.5582 -4.1318 2.5090 -0.45
N 1.2197 -3.4735 3.4721 0.20
N -0.6717 -3.7169 2.2330 0.20
C 0.0738 -3.1989 -1.3068 -0.66
O -0.6538 -4.1733 -1.2187 0.04
O -0.1231 -2.1550 -1.9975 -0.18
H 2.3664 -1.9824 -1.8620 0.08
H 2.8936 -1.7118 -0.3286 0.09
H 1.0974 -2.9522 0.5781 0.10
H 3.1018 -4.2214 0.2207 0.11
H 2.8329 -4.3197 -1.5185 0.12
H 2.4901 -6.4449 -0.2689 0.11
H 1.1549 -5.9771 -1.3282 0.12
H 0.4881 -6.9232 0.9361 0.13
H -0.2717 -5.4193 0.3910 0.09
H 2.0335 -5.4746 2.2483 0.16
H 2.1905 -3.6637 3.6512 0.12
H 0.8450 -2.5491 3.7020 0.07
H -1.2280 -4.0752 1.4681 0.08
H -0.9719 -2.8315 2.6316 0.07
C 3.2454 3.2462 -3.8598 -0.51
C 3.6933 1.8364 -4.1909 -0.50
S 3.8289 0.5679 -2.8562 0.81
C 4.2712 1.4992 -1.3492 -0.50
C 3.0661 1.6372 -0.4178 -0.45
S 1.4939 1.5569 -1.3601 0.76
C 0.7795 3.2072 -1.0428 -0.48
C 1.2757 4.2318 -2.0558 -0.50
S 1.4389 3.5404 -3.7416 0.86
H 3.5800 3.8912 -4.6742 0.08
H 3.6897 3.6166 -2.9397 0.05
H 4.6889 1.8925 -4.6346 0.07
H 3.0175 1.3735 -4.9085 0.07
H 4.6649 2.4650 -1.6540 0.07
H 5.0731 0.9392 -0.8686 0.07
H 3.0829 2.5819 0.1215 0.08
H 3.0242 0.8154 0.2947 0.05
H 1.0223 3.5046 -0.0218 0.07
H -0.2965 3.0621 -1.1324 0.04
H 2.2485 4.6262 -1.7725 0.07
H 0.5667 5.0561 -2.1272 0.07
C 3.3174 3.9943 5.7849 -0.04
C 2.6402 2.9734 4.9287 -0.26
C 1.9086 3.3739 3.8125 -0.02
C 1.2377 2.4494 3.0326 -0.05
C 1.2974 1.1078 3.3610 -0.27
C 2.0145 0.6924 4.4670 -0.05
C 2.6882 1.6191 5.2447 -0.02
S 0.4174 -0.0959 2.3647 0.61
O -0.1202 -1.1034 3.2739 -0.35
O 1.3842 -0.6804 1.4259 -0.39
N -0.5898 0.6276 1.3943 -0.27
C -1.7790 1.1804 1.8057 -0.31
C -2.2274 1.2553 3.1105 -0.02
C -3.4442 1.8741 3.4158 -0.06
C -4.2149 2.4445 2.4375 -0.03
C -3.7901 2.4029 1.0945 -0.15
C -4.5093 3.0055 0.0426 0.01
C -3.9989 2.9640 -1.2278 -0.03
C -2.8028 2.2694 -1.4546 -0.13
N -2.1090 1.6595 -0.5129 0.06
C -2.5746 1.7482 0.7617 -0.17
H 3.7244 4.8045 5.1847 0.08
H 4.1160 3.5519 6.3734 0.08
H 2.5895 4.4276 6.4704 0.09
H 1.8610 4.4228 3.5577 0.12
H 0.6410 2.7633 2.1894 0.10
H 2.0237 -0.3539 4.7238 0.11
H 3.2441 1.2858 6.1096 0.12
H -1.6351 0.8175 3.9005 0.10
H -3.7712 1.9090 4.4446 0.11
H -5.1447 2.9420 2.6683 0.11
H -5.4419 3.5064 0.2626 0.12
H -4.4958 3.4532 -2.0530 0.11
H -2.3998 2.2291 -2.4595 0.10
C -0.5030 0.5696 -3.8741 -0.06
C -1.8415 -0.0659 -3.6490 -0.33
C -2.7509 -0.1671 -4.7138 0.00
C -3.9590 -0.7647 -4.4986 0.01
C -4.2508 -1.3089 -3.2344 -0.15
C -5.4636 -1.9722 -2.9911 -0.04
C -5.6867 -2.5486 -1.7695 -0.07
C -4.7163 -2.4875 -0.7735 -0.11
C -3.5201 -1.8147 -0.9484 -0.56
S -2.3927 -1.8196 0.3856 0.65
C -3.2681 -1.1835 -2.2067 -0.21
N -2.1084 -0.5165 -2.4345 0.02
H -0.3354 0.7291 -4.9381 0.09
H 0.2854 -0.0830 -3.4821 0.06
H -0.4405 1.5424 -3.3792 0.01
H -2.4844 0.2322 -5.6794 0.11
H -4.6927 -0.8480 -5.2861 0.12
H -6.1956 -2.0353 -3.7794 0.11
H -6.6082 -3.0709 -1.5725 0.11
H -4.8761 -2.9845 0.1701 0.10
```

---

total charge of number 2 (C38H47N7O4S5Yb)?
+1